8
Properties=species:S:1:pos:R:3:forces:R:3 method="wB97M-V/def2-TZVPD" molar_mass_da=132.93 homo_lumo_gap_ev=10.862 energy_ha=-1185.33445 relative_energy_kcal_mol=20.4 lumo_energy_ha=0.01651
C -0.2084 0.3209 -0.0422 1.008 -1.455 -0.380
O -0.2119 0.3002 1.3069 1.904 -0.161 1.787
O 1.0708 0.5394 -0.5658 -0.814 -0.588 2.944
O -0.8590 -0.9590 -0.5810 0.842 2.158 0.298
Cl -1.3046 1.5238 -0.6548 -0.654 0.465 -0.131
Cl -0.2033 -2.2720 0.1686 0.333 -0.804 0.204
H 0.6572 0.0860 1.8597 -2.390 0.586 -2.672
H 1.0592 0.4608 -1.4915 -0.230 -0.201 -2.049


74
Properties=species:S:1:pos:R:3:forces:R:3 method="wB97M-V/def2-TZVPD" charge=-1 molar_mass_da=596.40 homo_lumo_gap_ev=2.211 energy_ha=-2935.41095 lumo_energy_ha=-0.05982
N -4.1905 2.0851 -3.6080 2.106 -4.471 -2.390
C -3.5589 0.8825 -3.9506 -2.087 4.017 1.609
C -2.5573 0.2260 -2.8358 -0.157 0.800 -0.662
C -1.0556 -0.1828 -3.4168 -0.773 -1.743 1.108
N -0.4703 -1.1138 -2.3313 -0.255 1.747 -0.374
N -0.1119 1.0018 -3.4671 -0.104 -1.687 -1.695
C -0.2328 1.8064 -4.7380 1.208 2.146 0.010
C -0.1057 3.4084 -4.2733 -2.346 -0.156 -0.281
F 0.5174 3.5814 -2.9409 -0.683 -0.017 -2.800
C -1.0980 -1.0896 -4.7869 -0.207 -4.753 -5.553
O -0.5324 -2.3292 -4.7603 -2.481 6.244 0.659
O -1.7332 -0.7151 -6.0639 2.588 -0.205 6.692
H -4.7960 2.3569 -4.4401 0.849 -0.551 1.139
H -3.8366 0.4432 -4.9990 1.203 0.218 2.215
H -3.1294 -0.6847 -2.3543 1.333 1.523 -1.248
H -2.3407 0.9746 -1.9316 -0.754 -1.353 -2.198
H -1.2318 -1.6242 -1.8326 1.060 0.832 -0.561
H 0.0819 -0.4971 -1.6914 -1.026 -0.819 -0.386
H 0.8571 0.5601 -3.4610 -1.629 0.773 -0.023
H -1.2607 1.7287 -5.2897 2.083 -0.317 1.083
H 0.6708 1.6487 -5.4968 -2.094 -0.126 1.527
H 0.3552 4.0867 -5.1217 -0.293 -1.314 2.097
H -1.2353 3.7778 -4.1583 2.519 -0.642 0.116
C -5.2777 -0.9755 2.9870 0.895 -0.426 0.340
O -5.3948 0.4208 2.7610 -0.617 3.348 0.577
P -4.3862 1.1669 1.5697 0.706 -8.756 -4.386
O -5.0226 0.3114 0.4696 -0.178 1.679 0.666
O -3.0623 0.3823 2.1680 -0.077 0.919 0.273
C -2.4921 0.8566 3.3712 0.312 -0.206 0.373
O -3.3776 1.9130 0.3785 -1.627 1.981 1.990
C -2.6561 3.0457 0.8151 0.587 0.476 -0.104
H -6.2790 -1.3885 3.1377 -0.035 0.380 -0.065
H -4.8009 -1.5006 2.1547 -0.109 0.240 0.066
H -4.6971 -1.1471 3.8994 -0.019 -0.134 -0.111
H -2.4349 0.0299 4.0846 -0.036 0.087 0.018
H -3.0821 1.6672 3.8061 0.096 -0.023 0.189
H -1.4777 1.2110 3.1721 -0.064 0.060 0.064
H -1.7647 2.7347 1.3644 0.056 0.098 0.096
H -3.2833 3.6795 1.4473 0.242 0.244 -0.072
H -2.3396 3.6178 -0.0596 -0.085 -0.097 0.044
C 0.1331 -3.1532 2.5947 0.816 0.834 0.149
O -0.1169 -4.3117 3.3756 -0.004 -3.357 1.374
P -0.6081 -4.1244 5.0238 -3.158 8.818 -2.861
O -1.8811 -3.3968 4.5801 0.407 -1.653 0.641
O 0.5889 -3.0157 5.2772 0.120 -0.848 0.444
C 1.9146 -3.4849 5.4196 0.511 0.174 -0.054
O -1.0993 -3.9372 6.6720 0.785 -2.926 -0.757
C -0.3480 -4.6688 7.6178 0.242 -0.082 0.610
H -0.2599 -3.3209 1.5881 -0.045 -0.339 0.238
H -0.3316 -2.2545 3.0097 -0.027 -0.278 0.021
H 1.2139 -2.9951 2.5170 -0.118 0.093 -0.070
H 2.5513 -2.9688 4.6959 -0.018 -0.130 0.032
H 1.9817 -4.5630 5.2536 0.216 0.034 -0.043
H 2.2727 -3.2482 6.4246 0.029 -0.097 -0.047
H 0.5837 -4.1454 7.8437 0.111 -0.101 0.053
H -0.1321 -5.6724 7.2423 0.075 -0.060 0.358
H -0.9291 -4.7509 8.5388 0.020 -0.016 -0.117
C 2.7996 2.4405 -1.2617 0.497 0.797 0.536
O 3.2281 1.6660 -2.3711 0.576 -1.220 -3.248
P 4.6759 0.7289 -2.2330 -1.941 0.060 9.538
O 4.0511 -0.1028 -1.1084 0.430 -0.181 -1.752
O 5.4726 2.0169 -1.5754 0.365 -0.110 -0.867
C 5.8816 3.0601 -2.4371 0.102 0.442 0.034
O 6.1235 -0.2081 -2.0949 -1.036 0.266 -2.902
C 7.0730 -0.0162 -3.1225 0.580 -0.013 -0.226
H 1.7111 2.3679 -1.1867 0.143 -0.190 -0.455
H 3.2413 2.1088 -0.3179 0.042 -0.130 -0.260
H 3.0607 3.4905 -1.4306 -0.099 -0.047 0.094
H 5.4847 4.0061 -2.0591 -0.013 -0.047 -0.124
H 5.5263 2.9031 -3.4586 0.025 0.226 -0.025
H 6.9728 3.1188 -2.4362 -0.043 0.019 -0.098
H 7.6513 0.8912 -2.9352 0.071 0.071 -0.131
H 6.5777 0.0494 -4.0947 0.345 -0.072 -0.117
H 7.7585 -0.8664 -3.1291 -0.109 0.048 -0.010


10
Properties=species:S:1:pos:R:3:forces:R:3 method="wB97M-V/def2-TZVPD" molar_mass_da=120.20 homo_lumo_gap_ev=8.827 energy_ha=-988.25129 relative_energy_kcal_mol=50.8 lumo_energy_ha=0.00364
C -0.1672 -0.2714 0.7727 -2.289 0.941 -1.339
C -0.2270 0.7735 -0.5016 0.357 -2.441 2.486
C 1.1371 1.1805 -0.8506 0.698 3.035 -0.825
H 0.7538 -1.3595 -0.5911 -0.225 0.890 1.602
H -1.0817 1.3461 -0.7201 -0.828 0.777 0.419
H 1.9348 0.8929 -0.0735 -1.003 0.720 -1.772
H 1.1013 2.1853 -1.5140 0.990 -2.129 2.283
O 0.6351 -1.2505 0.4435 0.102 -0.988 0.607
S -1.1890 -0.1722 2.1231 2.009 0.035 -2.000
S 0.4236 -0.0251 -1.9464 0.188 -0.841 -1.461


155
Properties=species:S:1:pos:R:3:forces:R:3 method="wB97M-V/def2-TZVPD" charge=-1 molar_mass_da=933.15 homo_lumo_gap_ev=5.574 energy_ha=-3969.75465 lumo_energy_ha=0.05989
C 1.3115 -8.3166 -0.3634 -0.336 -0.127 -0.209
C 0.6754 -7.7913 -1.6698 1.458 0.262 -0.107
C 1.2772 -6.4090 -2.0694 -0.836 -0.144 0.778
C 0.3606 -5.1967 -1.6820 1.233 -0.252 -1.104
C 0.1061 -4.3621 -2.9637 -1.004 -1.114 -0.196
C -1.1278 -3.4287 -2.9254 0.178 -0.548 0.198
P -1.0223 -1.5879 -2.3383 -0.682 -0.093 0.076
C -2.8987 -1.4355 -2.9015 0.161 0.029 -0.380
C -3.5625 -0.0724 -2.7668 -0.652 -0.641 -0.754
F -3.2603 0.6731 -1.6213 0.073 -0.131 -0.049
C -1.4376 -2.1306 -0.5342 -0.064 0.419 0.937
C -2.8677 -2.1009 0.0257 -0.292 -0.973 0.802
C -3.6491 -3.4258 -0.0849 -0.761 0.163 0.174
C -5.1209 -3.2028 0.3590 0.434 0.101 -0.896
N -5.8265 -4.4461 0.7695 0.397 -0.030 -0.025
C -5.7205 -5.4383 -0.2116 0.140 -0.599 -0.376
N -4.8796 -6.3793 -0.0647 0.028 -0.178 0.128
N -6.5876 -5.3666 -1.3723 0.178 0.562 0.166
C 0.8893 -1.7054 -1.8400 0.720 0.606 0.083
C 1.4251 -0.4154 -1.3266 0.510 0.357 0.754
C 1.2906 -0.0210 0.1502 -1.023 -0.338 -0.557
N 2.0549 0.3914 -2.0926 -0.027 0.073 -0.573
C -0.5133 -0.8513 -4.0441 0.514 -0.290 -0.177
C -0.1310 -1.7470 -5.2136 0.961 2.328 -1.207
C 0.6125 -0.8631 -6.2613 -0.319 -1.222 -0.107
F -1.2379 -2.2258 -5.9471 -0.115 -0.530 0.553
H 1.2821 -9.4121 -0.3697 -0.232 0.131 0.411
H 0.8150 -7.9016 0.5186 0.009 -0.237 -0.017
H 2.3705 -8.0513 -0.2815 -0.120 0.081 -0.209
H 0.9702 -8.4957 -2.4578 -0.348 -0.019 0.058
H -0.4144 -7.7481 -1.6089 0.095 -0.085 -0.021
H 2.2246 -6.3095 -1.5299 0.073 -0.012 -0.349
H 1.4771 -6.4165 -3.1441 0.023 0.191 0.102
H -0.5888 -5.5915 -1.3100 0.057 0.316 0.181
H 0.9103 -4.6386 -0.9201 -0.542 0.159 0.146
H -0.1681 -5.1580 -3.6830 0.079 0.207 -0.033
H 1.0381 -3.9729 -3.3826 -0.080 0.333 0.361
H -1.7985 -3.9078 -2.1967 0.092 0.207 0.002
H -1.7048 -3.5655 -3.8511 0.435 0.478 -0.156
H -0.9796 -0.2206 -1.8425 -0.212 0.173 -0.113
H -3.5229 -2.2850 -2.5924 -0.036 0.399 0.518
H -2.8302 -1.5986 -3.9860 0.006 0.070 0.129
H -3.3213 0.5441 -3.6411 0.223 0.120 0.307
H -4.6585 -0.2021 -2.7898 0.122 0.228 0.222
H -1.0043 -3.1069 -0.2556 -0.143 0.003 -0.363
H -0.8686 -1.4424 0.1116 -0.086 0.055 -0.353
H -2.7837 -1.9633 1.1197 -0.064 0.196 -0.160
H -3.5392 -1.2989 -0.2987 0.492 0.134 -0.335
H -3.2306 -4.2148 0.5528 0.267 0.145 -0.154
H -3.6871 -3.8166 -1.1075 0.286 0.011 0.083
H -5.1334 -2.4669 1.1671 -0.307 -0.205 0.040
H -5.6355 -2.7937 -0.5186 -0.235 0.143 0.358
H -5.2739 -4.8359 1.5311 -0.156 0.116 0.105
H -4.9545 -7.0064 -0.8645 0.039 -0.173 0.197
H -7.1639 -6.2020 -1.3674 -0.132 0.148 0.061
H -5.9939 -5.4521 -2.1929 -0.089 0.109 -0.005
H 1.0961 -2.4643 -1.0786 -0.130 -0.172 -0.303
H 1.4510 -1.8654 -2.7661 -0.009 -0.418 0.224
H 0.2815 0.4055 0.2550 0.089 -0.177 0.148
H 1.9862 0.7689 0.4409 0.197 -0.295 -0.016
H 1.3465 -0.8993 0.7993 0.123 0.218 0.099
H 2.3330 1.2111 -1.5539 0.039 0.063 -0.085
H 0.3807 -0.2395 -3.8560 -0.074 -0.210 0.139
H -1.2249 -0.1076 -4.4352 -0.193 -0.272 0.189
H 0.5880 -2.5450 -5.0121 -0.656 -0.395 0.394
H 1.5329 -0.4778 -5.8201 -0.098 0.163 -0.183
H -0.0475 -0.0871 -6.6554 0.143 0.160 0.324
H 0.8355 -1.5337 -7.1049 0.261 0.280 0.036
O -4.9577 2.4316 2.6854 1.941 2.592 -1.043
P -5.8785 3.2641 1.8062 -4.781 -3.812 0.697
N -7.0861 3.6391 2.9928 -0.702 0.193 0.034
C -7.8105 2.5712 3.6627 0.078 -0.382 -0.103
C -6.5784 4.5766 3.9861 0.208 0.220 -0.283
N -6.3100 2.0514 0.6851 0.656 -0.489 -0.218
C -7.6321 1.4921 0.5379 -0.355 0.494 -0.292
C -5.2995 1.0268 0.4181 0.111 -0.109 0.595
N -6.5560 4.4866 0.6837 2.298 1.361 0.369
C -5.5241 5.4165 0.1993 0.145 -0.296 -0.298
C -7.7917 5.2165 0.9093 -0.190 0.119 0.599
H -8.5266 2.9986 4.3700 0.132 0.152 0.022
H -7.1527 1.8865 4.2116 -0.004 -0.020 0.031
H -8.4078 1.9943 2.9586 0.158 -0.034 -0.057
H -6.0949 5.4288 3.4938 0.043 -0.041 0.005
H -5.8421 4.1102 4.6516 0.018 0.026 0.025
H -7.3966 4.9786 4.5887 -0.063 -0.074 -0.049
H -7.8284 0.7156 1.2896 -0.031 -0.026 -0.022
H -7.7399 1.0317 -0.4484 0.109 -0.019 0.010
H -8.4153 2.2505 0.6012 0.065 0.076 0.134
H -5.2976 0.2456 1.1906 0.048 -0.026 -0.032
H -4.3072 1.4626 0.3762 -0.008 -0.056 0.043
H -5.4777 0.5567 -0.5488 -0.193 0.138 -0.019
H -5.2120 6.1216 0.9795 -0.009 0.136 -0.097
H -5.8802 5.9852 -0.6617 -0.076 -0.040 0.030
H -4.6396 4.8589 -0.1251 -0.024 -0.016 0.046
H -7.7033 5.9864 1.6866 -0.110 0.040 -0.002
H -8.6135 4.5565 1.1714 0.139 -0.079 0.118
H -8.0761 5.7135 -0.0238 0.301 -0.031 -0.085
O 2.9389 1.4493 3.1344 1.361 -1.726 2.632
P 2.7320 2.3709 4.3267 -2.779 4.384 -3.408
N 1.0148 2.5314 4.2392 -0.374 0.491 0.220
C 0.3862 3.0655 3.0374 0.223 0.119 -0.352
C 0.3464 1.2909 4.6229 0.247 -0.120 0.328
N 3.6221 3.7113 3.7396 0.838 -0.178 -0.222
C 3.0628 4.9949 3.3882 -0.146 0.269 0.538
C 4.7388 3.3909 2.8567 -0.232 -0.301 -0.330
N 2.7568 3.1192 5.9567 0.897 -2.373 0.898
C 3.4817 2.2896 6.9303 0.350 0.154 -0.143
C 1.6016 3.7183 6.6040 -0.599 -0.212 -0.132
H -0.6979 3.0918 3.1698 0.026 -0.183 0.113
H 0.6069 2.4759 2.1405 -0.033 -0.017 -0.022
H 0.6824 4.0987 2.8606 0.148 -0.075 0.000
H 0.7557 0.9141 5.5687 0.043 -0.015 -0.039
H 0.4704 0.5083 3.8664 -0.022 -0.022 0.003
H -0.7198 1.4632 4.7824 0.020 0.104 -0.060
H 2.6216 4.9823 2.3831 -0.007 0.041 -0.006
H 3.8422 5.7630 3.3976 0.065 -0.079 -0.019
H 2.3064 5.3276 4.1010 -0.081 -0.160 0.005
H 4.3974 3.2098 1.8319 0.164 0.002 -0.048
H 5.2598 2.4997 3.2019 -0.073 -0.029 -0.072
H 5.4717 4.2013 2.8428 -0.184 0.157 0.104
H 2.9107 1.3963 7.2105 0.033 0.011 0.165
H 3.7103 2.8548 7.8363 -0.061 0.052 -0.039
H 4.4357 1.9599 6.5054 -0.047 -0.012 -0.032
H 0.8733 2.9785 6.9583 -0.079 0.073 0.030
H 1.0886 4.4207 5.9538 0.022 -0.156 -0.136
H 1.9475 4.2906 7.4714 0.262 -0.176 -0.013
O 6.9324 2.9158 -0.7469 2.731 -0.464 2.057
P 7.4833 1.5575 -1.1651 -4.537 -0.985 -4.254
N 7.8041 1.9144 -2.8288 0.096 -0.294 -0.586
C 6.7247 2.3430 -3.7063 -0.399 -0.003 0.133
C 8.9321 2.8258 -2.9670 0.211 -0.193 0.305
N 6.0846 0.6280 -0.8806 -0.276 0.191 0.840
C 5.2888 -0.0329 -1.8962 0.428 -0.564 -0.333
C 5.2025 1.0813 0.1886 -0.018 0.446 -0.032
N 8.4231 0.0333 -1.2789 1.784 1.147 1.697
C 9.4398 -0.0640 -0.2221 -0.309 -0.135 0.263
C 8.9620 -0.5120 -2.5134 0.159 0.388 -0.486
H 7.1154 2.5180 -4.7123 0.179 0.050 0.093
H 6.2342 3.2615 -3.3637 -0.012 0.029 -0.015
H 5.9719 1.5649 -3.8187 -0.021 0.037 0.177
H 9.7824 2.4740 -2.3699 -0.031 0.034 0.036
H 8.6833 3.8404 -2.6334 0.033 0.027 -0.003
H 9.2676 2.8668 -4.0062 -0.090 -0.056 -0.024
H 4.5944 0.6652 -2.3729 -0.064 -0.095 -0.018
H 4.6929 -0.8312 -1.4485 -0.047 0.096 0.065
H 5.8955 -0.5128 -2.6674 0.164 0.154 0.014
H 4.5356 1.8864 -0.1481 -0.045 0.004 0.096
H 5.7695 1.4460 1.0419 0.017 0.077 -0.082
H 4.5881 0.2541 0.5493 0.028 -0.084 -0.177
H 10.2821 0.6157 -0.4017 0.126 -0.114 0.040
H 9.8258 -1.0821 -0.1401 -0.042 -0.003 -0.077
H 8.9991 0.1940 0.7467 -0.011 0.037 -0.043
H 9.8296 0.0455 -2.8893 0.021 -0.059 -0.092
H 8.2145 -0.5559 -3.2995 -0.046 0.182 0.073
H 9.2805 -1.5429 -2.3276 0.005 0.077 0.303


33
Properties=species:S:1:pos:R:3:forces:R:3 method="wB97M-V/def2-TZVPD" molar_mass_da=234.32 homo_lumo_gap_ev=9.636 energy_ha=-1087.16248 relative_energy_kcal_mol=21.4 lumo_energy_ha=0.02130
C 2.0377 -0.1131 -0.3886 1.117 1.376 0.237
C 1.6556 0.2357 1.0740 -0.918 -0.299 -1.341
C 3.2985 -0.9472 -0.4330 0.425 0.166 -0.106
C -0.6832 0.9714 0.3260 1.098 1.538 0.854
C -0.9821 2.4345 0.0846 0.496 0.526 -0.132
C -1.9584 0.2334 0.7386 -1.101 0.123 -0.227
C -1.9386 -1.1445 0.1562 0.374 -3.036 -1.547
C -2.0697 -1.1260 -1.4258 -0.119 -0.163 0.848
C -2.9375 -2.2664 0.6919 -0.277 1.617 -1.209
H 2.2888 0.9167 -2.1020 -0.143 0.131 0.063
H 3.0807 1.6070 -0.8788 -0.946 -0.537 0.096
H 1.3013 -0.7196 -0.8687 -0.951 -0.280 -0.230
H 3.5170 -1.2593 -1.4702 -0.474 -0.325 0.535
H 3.0990 -1.7444 0.2665 0.573 -0.728 -0.108
H 4.3559 0.3201 1.2148 0.469 -0.157 -0.515
H 0.3341 1.1819 2.1759 -0.397 0.352 1.087
H -0.2499 0.6825 -0.6054 -0.143 -0.500 -0.849
H -2.9087 0.7808 0.4276 1.437 -0.481 0.532
H -1.9058 0.1230 1.8151 -0.331 0.245 0.408
H -0.9162 -1.5225 0.3807 -0.367 -0.033 -0.165
H -3.1234 -0.9220 -1.7228 0.631 -0.237 0.208
H -1.4751 -0.2856 -1.7873 -0.001 -0.221 -0.409
H -1.7204 -2.0841 -1.9021 -0.367 0.963 0.528
H -3.9261 -2.0211 0.2675 0.099 0.063 0.361
H -2.7626 -3.2790 0.2955 0.561 0.454 0.296
H -3.0297 -2.2533 1.7642 0.108 -0.206 0.459
H -0.2419 4.1994 -0.1335 0.446 -1.863 0.612
N 2.1747 1.1490 -1.1160 0.314 0.372 -0.624
N 0.4514 0.8926 1.2398 0.874 -1.428 -0.146
O 2.4155 -0.0424 1.9780 -0.356 0.398 0.536
O -2.0866 2.7717 -0.2132 -0.637 0.994 -0.375
O 0.0814 3.2847 0.1641 -1.218 1.055 -0.501
S 4.8241 -0.0539 -0.0135 -0.279 0.124 0.823